1.
DFT (the ωB97M-V functional and the def2-TZVPD basis) results for a 10-piece molecular cluster, C32H69N6O14 overall at a distorted geometry.

Each line ends with the Löwdin charge.
Geometry (Å):
O -28.166 5.903 -5.653  -0.08
O -26.824 10.045 -5.600  0.04
O -35.225 7.036 -1.619  -0.01
O -26.930 1.572 -6.060  -0.04
O -28.403 7.029 0.285  0.06
O -29.955 6.691 -4.552  -0.08
O -28.271 9.016 -7.731  0.03
O -24.756 4.422 -9.325  0.00
O -30.356 7.834 0.969  0.00
O -23.189 5.257 -1.227  -0.01
O -27.859 2.458 0.515  -0.03
O -28.617 1.330 -4.541  0.09
O -25.556 8.392 -7.555  0.04
O -30.028 2.706 0.946  0.10
N -27.985 10.430 -3.667  -0.20
N -30.138 8.017 -8.520  -0.20
N -25.344 5.239 -1.948  -0.18
N -23.751 6.988 -7.518  -0.19
N -26.870 3.572 -9.102  -0.17
N -34.217 5.728 -3.207  -0.20
C -29.195 5.767 -4.946  -0.75
C -33.220 5.707 -4.282  -0.04
C -27.497 2.857 2.919  -0.06
C -29.229 3.066 -1.301  0.01
C -27.559 4.754 -8.612  -0.02
C -34.523 6.900 -2.606  -0.35
C -25.027 7.375 -7.192  -0.33
C -30.297 6.462 -1.006  0.03
C -34.905 4.493 -2.930  -0.05
C -28.305 -0.344 -6.190  0.02
C -24.056 5.648 -1.989  -0.34
C -31.231 7.100 -8.261  -0.07
C -27.632 2.335 -9.163  -0.07
C -29.606 7.166 0.121  -0.54
C -27.951 0.931 -5.460  -0.55
C -29.144 8.201 -7.612  -0.33
C -29.105 2.789 0.184  -0.54
C -22.990 7.704 -8.502  -0.07
C -25.861 4.354 -0.920  -0.04
C -29.819 8.246 2.234  -0.21
C -26.421 2.812 -5.496  -0.17
C -25.717 2.538 -4.151  -0.04
C -27.306 9.672 -4.566  -0.33
C -30.098 7.162 3.251  -0.06
C -29.417 4.379 -4.342  -0.04
C -28.220 11.827 -3.913  -0.07
C -30.148 8.694 -9.801  -0.06
C -26.322 5.842 -2.822  -0.05
C -28.526 9.861 -2.457  -0.06
C -25.588 3.552 -9.507  -0.35
C -23.196 5.740 -7.054  -0.09
C -27.589 1.855 1.772  -0.22
H -31.117 9.136 -10.037  0.08
H -29.231 11.960 -4.315  0.09
H -25.459 6.613 -6.518  0.13
H -31.577 6.632 -9.185  0.07
H -26.851 3.667 2.577  0.08
H -26.956 6.592 -2.338  0.08
H -23.770 5.189 -6.309  0.07
H -30.982 6.345 -7.518  0.08
H -23.074 7.201 -9.474  0.09
H -25.134 1.624 -4.267  0.08
H -28.458 3.316 3.155  0.07
H -30.631 5.476 -0.686  0.09
H -29.589 6.369 -1.827  0.07
H -34.224 3.667 -2.742  0.09
H -22.978 5.101 -7.908  0.06
H -32.856 6.728 -4.407  0.08
H -28.729 -1.052 -5.485  0.08
H -29.776 6.183 2.897  0.08
H -26.542 3.655 -1.399  0.05
H -28.214 10.475 -1.610  0.08
H -28.268 2.238 -8.282  0.08
H -26.896 5.129 -3.412  0.06
H -25.665 3.051 -6.242  0.12
H -26.569 1.489 1.639  0.12
H -28.202 0.980 1.979  0.12
H -25.066 3.397 -3.992  0.07
H -28.758 8.465 2.146  0.11
H -27.477 12.231 -4.598  0.08
H -35.531 4.255 -3.803  0.09
H -30.282 2.942 -1.538  0.09
H -29.950 7.942 -10.573  0.08
H -28.146 12.462 -3.024  0.08
H -28.338 2.359 -10.002  0.08
H -28.459 4.959 -9.194  0.09
H -29.583 7.349 4.195  0.08
H -34.034 7.775 -3.068  0.13
H -29.553 3.605 -5.099  0.07
H -28.609 2.363 -1.847  0.08
H -27.439 -0.783 -6.680  0.08
H -30.337 9.176 2.448  0.12
H -27.744 4.683 -7.537  0.07
H -28.563 4.065 -3.742  0.03
H -25.056 3.748 -0.507  0.09
H -35.644 4.689 -2.152  0.08
H -29.286 7.549 -6.740  0.10
H -29.620 9.812 -2.488  0.09
H -32.081 7.685 -7.885  0.08
H -27.038 1.428 -9.230  0.08
H -28.172 8.837 -2.349  0.07
H -33.695 5.555 -5.255  0.09
H -27.195 8.634 -4.210  0.13
H -28.967 4.113 -1.440  0.06
H -25.852 6.461 -3.597  0.08
H -31.163 7.108 3.478  0.08
H -26.443 2.397 -3.355  0.06
H -23.391 8.699 -8.688  0.08
H -32.394 5.059 -4.017  0.07
H -31.146 7.039 -1.376  0.09
H -21.932 7.808 -8.255  0.08
H -27.192 3.571 -5.375  0.08
H -29.080 -0.031 -6.891  0.09
H -29.346 9.426 -9.795  0.08
H -23.838 6.298 -2.849  0.13
H -26.931 5.639 -8.716  0.09
H -30.265 4.349 -3.656  0.05
H -27.113 2.396 3.826  0.07
H -22.258 5.910 -6.505  0.08
H -25.322 2.580 -9.951  0.13
H -26.336 4.926 -0.123  0.09

For the HOMO energy, the calculation gives -5.674 eV. The HOMO-LUMO gap comes out at 0.2898 Eh. Its total charge is -1.

***

2.
DFT (the ωB97M-V functional and the def2-TZVPD basis) results for a 10-piece molecular cluster, C32H69NO9S4 overall at a distorted geometry.

Each line ends with the Löwdin charge.
Geometry (Å):
S -1.310 -1.419 -3.615  0.87
S 3.971 1.337 0.171  0.78
S 4.361 -3.029 2.277  0.81
S 2.822 -2.078 -2.431  0.85
O 4.266 -1.563 2.296  -0.55
O 0.321 4.278 -2.382  -0.13
O 2.261 -2.438 -1.064  -0.56
O 3.969 2.554 -0.694  -0.54
O -2.752 -1.769 2.806  -0.16
O -3.170 -4.399 -1.828  -0.18
O 0.030 -2.070 -3.584  -0.60
O 4.424 4.857 2.676  -0.15
O -5.571 3.040 -0.538  -0.11
N 0.846 0.016 -0.366  0.04
C -2.255 -4.720 -0.803  -0.26
C 0.435 5.497 -1.696  -0.23
C -5.204 1.748 1.396  -0.16
C 0.156 -0.572 0.632  -0.13
C 2.741 -3.738 2.093  -0.26
C -3.919 -2.311 2.151  -0.20
C -1.078 3.973 -2.545  -0.19
C -1.953 -1.225 -1.908  -0.19
C 2.155 5.559 2.615  -0.17
C -3.943 -3.700 2.724  -0.18
C 5.584 1.217 0.876  -0.25
C -1.855 5.145 -1.968  -0.15
C 5.094 -3.463 0.690  -0.25
C 0.373 1.245 -0.621  -0.15
C -1.768 -2.762 2.731  -0.19
C -0.726 1.424 0.176  -0.12
C -3.106 -5.569 -2.719  -0.13
C -1.550 -5.716 -2.910  -0.11
C 3.558 5.901 2.174  -0.22
C -2.505 -4.139 2.745  -0.15
C -6.030 2.766 0.773  -0.25
C 3.111 1.550 1.683  -0.24
C -4.708 0.900 0.165  -0.14
C 2.666 -3.566 -3.407  -0.25
C -0.888 0.272 0.964  -0.10
C 3.892 4.635 4.030  -0.19
C 2.394 4.749 3.920  -0.16
C 4.633 -2.070 -2.391  -0.26
C -0.853 5.726 -0.948  -0.15
C -4.608 1.987 -0.860  -0.19
C -1.027 -5.096 -1.566  -0.15
C -0.942 0.348 -3.996  -0.21
H 2.107 1.793 1.386  0.04
H 3.559 2.256 2.338  0.03
H -2.894 -0.779 -2.094  0.04
H 5.528 0.243 1.382  0.03
H -2.784 4.776 -1.572  0.10
H -0.719 0.432 -5.055  0.05
H 1.552 -0.407 -0.875  0.05
H -2.123 -2.183 -1.486  0.01
H 1.487 6.456 2.831  0.13
H -4.618 -4.437 2.182  0.14
H 1.788 5.164 4.711  0.11
H 1.757 -3.321 -4.014  0.03
H -7.072 2.454 0.745  0.12
H -4.783 -1.611 2.280  0.13
H -5.768 1.233 2.091  0.09
H -3.586 2.405 -0.924  0.09
H -1.354 2.267 0.064  0.07
H 3.853 6.915 2.568  0.12
H -1.291 3.678 -3.552  0.11
H -4.309 2.123 1.893  0.12
H 2.084 3.737 3.771  0.09
H -0.910 6.857 -0.806  0.14
H -4.644 1.666 -1.905  0.11
H -1.363 -0.539 -1.350  0.01
H 2.240 -3.454 1.194  0.02
H -1.783 0.904 -3.671  0.03
H -1.120 -2.659 1.789  0.11
H 2.468 -4.428 -2.812  0.05
H 5.020 -3.052 -2.147  0.04
H -0.031 0.513 -3.461  0.03
H 3.099 0.604 2.139  0.02
H -4.285 -3.629 3.773  0.12
H 6.317 1.243 0.124  0.03
H -3.830 0.381 0.437  0.07
H -5.482 0.209 -0.078  0.11
H -6.035 3.701 1.304  0.12
H -0.910 5.144 -0.018  0.11
H 2.870 -4.806 2.174  0.05
H 0.635 6.294 -2.319  0.09
H 3.633 5.975 1.050  0.13
H 3.461 -3.688 -4.137  0.05
H -2.645 -5.530 -0.172  0.12
H -1.247 -6.706 -3.152  0.09
H -2.325 -4.780 1.956  0.05
H -1.284 3.146 -1.859  0.08
H 5.373 -4.550 0.716  0.08
H -3.820 -2.193 1.063  0.11
H -2.036 5.990 -2.618  0.11
H -1.164 -5.048 -3.653  0.09
H 5.732 2.012 1.636  0.07
H -0.470 -4.221 -1.766  0.08
H -1.630 0.054 1.725  0.09
H 4.329 -3.269 -0.029  -0.01
H 4.910 -1.776 -3.416  0.06
H -3.566 -6.406 -2.116  0.13
H 2.171 -3.398 2.955  0.05
H -0.440 -5.789 -0.952  0.12
H 0.330 -1.568 0.999  0.09
H -2.206 -3.778 -0.206  0.11
H 4.924 -1.346 -1.626  0.04
H -2.392 -4.804 3.566  0.10
H 5.935 -2.784 0.584  0.06
H 4.365 5.268 4.746  0.10
H 1.684 4.919 1.858  0.10
H -1.132 -2.604 3.590  0.12
H 0.733 1.883 -1.386  0.11
H -3.730 -5.431 -3.596  0.11
H 4.183 3.646 4.332  0.10
H 1.306 5.322 -1.054  0.13

For the HOMO energy, the calculation gives -8.029 eV. The calculation puts the energy above the lowest of the compared OMol25 structures with the same formula, charge and spin at 24.67 kcal/mol. The HOMO-LUMO gap comes out at 0.3104 Eh.

***

no.,DFT total energy (hartree)
1,-2642.69211
2,-3585.04847